[1]
14
Properties=species:S:1:pos:R:3 method="wB97M-V/def2-TZVPD" total_charge=0 relative_energy_kcal_mol=142.2 lumo_ev=0.1
C 1.360 -1.322 0.143
C 0.338 -0.222 0.025
C 0.621 1.075 -0.612
O -0.161 0.089 -1.263
C -0.701 -0.221 1.075
O -0.689 -0.652 2.307
N -1.880 0.125 1.334
H 2.128 -1.197 -0.624
H 1.831 -1.301 1.131
H 0.885 -2.298 0.008
H 0.080 1.965 -0.293
H 1.617 1.235 -1.025
H -2.477 1.080 -1.057
H -2.953 1.644 -1.151

[2]
13
Properties=species:S:1:pos:R:3 method="wB97M-V/def2-TZVPD" total_charge=0 relative_energy_kcal_mol=116.8 smiles=C1[C@@H]2[C@H]1[C@@H]1N[C@H]21 lumo_ev=1.2
C 1.239 -0.447 0.589
C 0.487 -0.673 -0.684
C 0.671 0.729 -0.151
C -0.886 0.876 -0.001
N -1.583 -0.316 0.826
C -1.044 -0.493 -0.483
H 2.319 -0.559 0.516
H 0.819 -0.760 1.542
H 0.927 -1.125 -1.568
H 1.290 1.532 -0.547
H -1.466 1.743 -0.265
H -1.000 0.250 1.470
H -1.772 -0.758 -1.245

[3]
100
Properties=species:S:1:pos:R:3 method="wB97M-V/def2-TZVPD" total_charge=+1 relative_energy_kcal_mol=8.0 lumo_ev="-4.3 / -4.0"
Bi 10.627 10.127 10.005
C 11.775 12.138 6.937
C 12.526 12.739 8.030
C 13.918 12.504 7.857
C 14.094 11.650 6.783
C 12.766 11.377 6.170
C 12.565 10.565 4.955
C 15.382 11.215 6.153
C 15.037 12.884 8.807
C 12.010 13.718 9.038
C 10.378 12.393 6.587
H 11.456 10.525 4.595
H 12.997 9.554 5.135
H 13.171 11.030 4.122
H 15.559 11.693 5.153
H 15.301 10.086 5.922
H 16.243 11.386 6.764
H 15.879 13.316 8.217
H 15.401 11.961 9.383
H 14.590 13.666 9.481
H 10.909 13.873 8.779
H 12.601 14.627 9.117
H 12.046 13.251 10.042
H 10.319 13.072 5.764
H 9.787 12.797 7.436
H 9.859 11.436 6.230
O 10.663 5.782 12.332
C 10.824 7.150 11.874
C 12.153 7.580 11.320
C 13.317 6.746 11.210
C 14.544 7.208 10.667
C 14.482 8.393 9.917
C 13.484 9.290 10.192
N 12.368 8.840 10.878
H 11.052 5.685 13.216
H 10.501 7.857 12.617
H 10.105 7.311 11.054
H 13.148 5.712 11.463
H 15.485 6.629 10.754
H 15.208 8.540 9.099
H 13.422 10.367 9.830
C 9.294 16.536 12.418
C 10.138 15.348 12.017
C 10.634 14.500 13.173
C 11.362 15.191 14.142
C 11.888 14.553 15.242
C 11.824 13.140 15.371
C 11.166 12.445 14.411
C 11.478 10.997 14.083
C 12.627 10.299 14.795
C 10.428 13.085 13.350
N 9.796 12.263 12.430
C 8.648 12.760 11.985
C 7.949 12.288 10.851
C 6.623 12.726 10.508
C 6.215 12.064 9.388
C 7.258 11.156 9.075
N 8.298 11.256 9.964
H 8.826 16.915 11.513
H 9.878 17.360 12.936
H 8.481 16.229 13.135
H 11.046 15.739 11.514
H 9.545 14.737 11.234
H 11.568 16.242 13.938
H 12.349 15.193 16.042
H 12.264 12.548 16.154
H 11.633 11.068 13.026
H 10.540 10.478 14.204
H 13.580 10.650 14.471
H 12.716 9.258 14.634
H 12.531 10.427 15.869
H 8.149 13.611 12.499
H 6.131 13.552 11.002
H 5.257 12.115 8.870
H 7.283 10.440 8.288
C 16.895 9.606 13.893
N 16.995 10.817 13.044
C 16.510 12.064 13.366
C 16.771 12.907 12.312
N 17.516 12.201 11.344
C 17.656 10.993 11.800
H 16.685 9.856 14.922
H 17.899 9.071 13.890
H 16.123 8.925 13.487
H 15.920 12.371 14.297
H 16.406 13.921 12.152
H 18.099 10.105 11.321
C 9.193 8.196 6.176
Sb 9.457 7.711 8.279
C 10.885 6.161 7.851
C 7.785 6.625 9.221
H 10.196 8.305 5.728
H 8.697 9.178 6.028
H 8.654 7.417 5.658
H 10.389 5.280 7.389
H 11.339 5.798 8.766
H 11.677 6.649 7.270
H 7.854 6.651 10.335
H 7.967 5.594 8.857
H 6.865 7.078 8.758

[4]
22
Properties=species:S:1:pos:R:3 method="wB97M-V/def2-TZVPD" total_charge=0 relative_energy_kcal_mol=120.7 lumo_ev="0.4 / 0.5"
C -1.875 -0.071 1.437
C -0.043 0.173 -0.229
C -0.592 0.345 2.091
C 0.417 0.820 1.035
C 0.621 2.278 0.899
C 0.932 -1.532 -4.183
C 0.470 -0.383 -4.593
S -1.669 -0.361 -0.172
H -2.700 -0.391 2.053
H 0.271 0.469 -1.234
H -0.686 1.094 2.949
H 0.028 -0.493 2.553
H 1.463 0.300 1.266
H 0.721 2.766 1.925
H -0.283 2.652 0.284
H 1.576 2.542 0.370
H 1.299 -1.597 -3.120
H 0.708 -2.500 -4.505
H -0.245 -3.200 5.377
H 0.800 0.584 -4.239
H -0.216 -0.257 -5.466
H -0.995 -3.238 5.502

[5]
6
Properties=species:S:1:pos:R:3 method="wB97M-V/def2-TZVPD" total_charge=0 relative_energy_kcal_mol=36.0 multiplicity=3 s2=2.042 lumo_ev="-1.0 / -2.3"
C -1.870 -0.075 -0.103
C -1.602 -1.176 0.445
H -1.923 -2.129 0.834
O 1.151 -0.252 0.562
Ag 0.633 1.415 -0.281
O -1.246 0.987 -0.448

[6]
42
Properties=species:S:1:pos:R:3 method="wB97M-V/def2-TZVPD" total_charge=0 relative_energy_kcal_mol=39.9 smiles="CCc1ccc(OCC(=O)N(C)[C@H]2CCS(=O)(=O)C2)cc1" lumo_ev=0.5
C 6.695 -0.941 -1.365
C 6.201 -0.560 0.032
C 4.710 -0.384 0.033
C 4.137 0.850 -0.230
C 2.762 1.016 -0.276
C 1.930 -0.073 -0.059
O 0.561 -0.034 -0.070
C -0.071 1.189 -0.366
C -1.585 0.986 -0.436
O -2.201 1.375 -1.411
N -2.187 0.397 0.619
C -1.503 -0.039 1.815
C -3.602 0.054 0.530
C -4.510 1.294 0.429
C -5.938 0.796 0.335
S -5.779 -0.830 -0.499
O -6.431 -0.831 -1.776
O -6.153 -1.860 0.434
C -3.964 -0.823 -0.655
C 2.495 -1.319 0.207
C 3.865 -1.468 0.250
H 6.232 -1.871 -1.689
H 7.774 -1.071 -1.366
H 6.437 -0.165 -2.082
H 6.684 0.368 0.343
H 6.481 -1.344 0.738
H 4.773 1.707 -0.403
H 2.359 1.995 -0.483
H 0.162 1.955 0.390
H 0.237 1.565 -1.350
H -1.238 -1.097 1.753
H -0.593 0.532 1.973
H -2.155 0.114 2.676
H -3.861 -0.497 1.440
H -4.234 1.846 -0.470
H -4.363 1.944 1.294
H -6.583 1.430 -0.262
H -6.385 0.600 1.305
H -3.594 -1.840 -0.578
H -3.691 -0.368 -1.602
H 1.837 -2.158 0.374
H 4.287 -2.440 0.456

[7]
77
Properties=species:S:1:pos:R:3 method="wB97M-V/def2-TZVPD" total_charge=+1 relative_energy_kcal_mol=0.0 multiplicity=3 s2=2.020 lumo_ev="-2.3 / -2.3"
Co 0.241 0.204 0.358
C -1.613 1.921 -2.481
C -2.357 0.613 -2.310
C -2.069 -0.357 -3.450
C -3.854 0.838 -2.156
O -1.845 -0.033 -1.095
Ge -2.656 -0.077 0.962
O -1.377 1.148 1.464
C -1.593 2.558 1.706
C -0.432 3.301 1.056
C -2.918 3.025 1.115
C -1.605 2.776 3.215
O -1.289 -1.324 1.160
C -1.366 -2.748 1.035
C -2.809 -3.240 0.974
C -0.656 -3.333 2.251
C -0.589 -3.196 -0.212
H -1.897 2.386 -3.425
H -1.854 2.614 -1.677
H -0.536 1.753 -2.484
H -2.325 0.104 -4.404
H -1.008 -0.616 -3.480
H -2.659 -1.273 -3.346
H -4.250 1.294 -3.064
H -4.375 -0.107 -1.993
H -4.076 1.505 -1.323
H -0.408 3.117 -0.021
H -0.518 4.376 1.215
H 0.514 2.967 1.482
H -2.966 2.834 0.043
H -3.765 2.533 1.597
H -3.031 4.099 1.263
H -0.628 2.564 3.640
H -1.869 3.806 3.456
H -2.336 2.116 3.683
H -3.348 -2.947 1.876
H -3.334 -2.829 0.108
H -2.841 -4.327 0.902
H -1.150 -2.989 3.159
H -0.675 -4.424 2.239
H 0.381 -2.999 2.275
H -1.729 -1.116 -1.435
H 0.417 -2.780 -0.134
H -0.528 -4.285 -0.231
C 2.695 -1.376 2.597
P 1.960 0.197 2.004
C 1.909 1.115 3.584
C 3.365 0.951 1.106
C 4.411 1.603 1.754
C 5.445 2.174 1.030
C 5.447 2.092 -0.355
C 4.417 1.437 -1.012
C 3.368 0.865 -0.295
P 1.990 -0.028 -1.104
C 2.025 0.588 -2.825
C 2.707 -1.696 -1.350
H 3.699 -1.207 2.988
H 2.748 -2.110 1.794
H 2.071 -1.782 3.395
H 2.773 0.899 4.213
H 1.011 0.813 4.122
H 1.861 2.187 3.403
H 4.422 1.676 2.834
H 6.248 2.685 1.545
H 6.250 2.539 -0.925
H 4.437 1.384 -2.092
H 2.968 0.371 -3.328
H 1.850 1.664 -2.844
H 1.225 0.099 -3.383
H 3.679 -1.634 -1.841
H 2.032 -2.288 -1.971
H 2.831 -2.200 -0.392
N -3.275 -5.437 -4.768
C -2.585 -4.800 -4.103
N -1.750 -4.110 -3.366
C -1.472 -3.414 -2.437
N -1.181 -2.707 -1.486

[8]
135
Properties=species:S:1:pos:R:3 method="wB97M-V/def2-TZVPD" total_charge=-1 lumo_ev=1.7
O 21.821 1.574 1.921
C 20.829 1.069 2.383
O 19.715 0.903 1.732
B 18.721 0.146 2.537
O 19.396 0.014 3.879
C 20.564 0.635 3.828
O 21.368 0.760 4.714
O 18.392 -1.139 1.928
C 17.197 -1.079 1.400
O 16.638 -1.970 0.826
C 16.524 0.187 1.958
O 17.442 0.861 2.628
O 15.378 0.476 1.801
Cl 21.092 7.024 1.897
C 19.952 5.615 1.926
C 20.505 4.504 2.771
Cl 20.663 4.910 4.474
H 19.756 5.254 0.919
H 19.049 6.056 2.342
H 21.485 4.208 2.395
H 19.919 3.586 2.758
C 23.551 2.718 6.253
N 24.368 3.771 5.554
O 24.286 4.938 5.884
O 25.182 3.374 4.737
H 24.101 1.801 6.067
H 22.543 2.674 5.856
H 23.651 3.069 7.277
C 16.725 -2.765 -3.006
N 16.770 -4.253 -3.138
O 15.742 -4.828 -3.364
O 17.853 -4.751 -2.967
H 16.396 -2.602 -1.980
H 15.950 -2.380 -3.665
H 17.671 -2.305 -3.260
C 22.663 0.625 -0.991
N 23.595 -0.145 -0.155
O 23.138 -1.010 0.570
O 24.784 0.088 -0.252
H 22.021 -0.054 -1.543
H 23.286 1.225 -1.647
H 22.065 1.269 -0.348
C 15.588 3.926 2.557
N 14.859 4.917 3.401
O 13.647 4.989 3.218
O 15.468 5.660 4.140
H 16.092 3.224 3.219
H 16.355 4.494 2.033
H 14.954 3.404 1.853
C 20.963 -1.533 6.820
N 19.718 -1.038 7.493
O 19.845 -0.151 8.330
O 18.674 -1.540 7.140
H 21.115 -2.568 7.124
H 21.849 -0.998 7.139
H 20.744 -1.463 5.760
C 12.454 0.993 -0.217
N 12.451 -0.444 -0.719
O 11.677 -0.738 -1.598
O 13.150 -1.237 -0.136
H 13.456 1.128 0.179
H 11.714 0.910 0.574
H 12.225 1.544 -1.120
C 19.231 2.431 6.591
O 17.878 2.067 6.848
C 16.942 2.761 6.239
O 17.050 3.478 5.281
O 15.759 2.390 6.760
C 14.669 3.284 6.613
H 19.412 2.532 5.520
H 19.842 1.564 6.832
H 19.553 3.332 7.105
H 14.999 4.294 6.867
H 13.886 2.949 7.286
H 14.280 3.352 5.595
C 24.293 -0.173 3.445
O 24.863 0.234 4.657
C 26.166 0.435 4.734
O 26.940 0.407 3.829
O 26.461 0.741 5.992
C 27.839 0.853 6.309
H 24.546 0.440 2.580
H 23.215 -0.241 3.566
H 24.585 -1.210 3.230
H 27.983 1.398 7.237
H 28.283 1.547 5.583
H 28.315 -0.119 6.213
C 19.885 -5.390 -0.109
O 19.322 -5.024 1.147
C 17.998 -5.122 1.376
O 17.590 -5.335 2.469
O 17.268 -4.947 0.275
C 15.878 -5.137 0.327
H 19.327 -4.971 -0.945
H 19.931 -6.480 -0.111
H 20.900 -5.016 -0.245
H 15.613 -5.948 -0.352
H 15.291 -4.266 0.026
H 15.532 -5.341 1.341
C 21.025 -2.646 2.418
O 19.972 -3.165 3.197
C 20.209 -4.024 4.203
O 19.355 -4.676 4.709
O 21.499 -4.034 4.535
C 21.990 -5.040 5.406
H 20.633 -1.892 1.739
H 21.366 -3.410 1.711
H 21.919 -2.283 2.923
H 21.518 -4.897 6.376
H 23.075 -5.058 5.426
H 21.707 -6.032 5.047
C 14.614 -3.144 3.008
O 14.920 -2.381 4.164
C 15.915 -2.902 4.909
O 16.549 -3.884 4.659
O 16.183 -2.160 5.968
C 15.511 -0.966 6.286
H 14.236 -4.139 3.233
H 15.502 -3.244 2.384
H 13.931 -2.628 2.333
H 14.438 -1.118 6.394
H 15.637 -0.203 5.504
H 15.951 -0.398 7.104
C 12.719 1.558 3.713
O 11.643 2.033 2.934
C 10.838 3.008 3.338
O 10.824 3.448 4.462
O 10.018 3.293 2.346
C 9.120 4.381 2.527
H 12.668 1.852 4.759
H 13.687 1.787 3.271
H 12.702 0.466 3.718
H 9.636 5.281 2.847
H 8.293 4.040 3.150
H 8.663 4.593 1.560

[9]
13
Properties=species:S:1:pos:R:3 method="wB97M-V/def2-TZVPD" total_charge=0 relative_energy_kcal_mol=38.8 smiles="C[C@H]1NCC1=O" lumo_ev=0.8
C -1.774 -0.143 -0.089
C -0.331 -0.157 0.370
N 0.667 -0.917 -0.422
C 1.692 0.134 -0.260
C 0.536 1.071 0.082
O 0.336 2.247 0.012
H -2.208 -1.147 -0.054
H -1.855 0.240 -1.110
H -2.359 0.507 0.572
H -0.270 -0.386 1.447
H 0.921 -1.818 -0.034
H 2.305 0.361 -1.137
H 2.340 0.008 0.622

[10]
72
Properties=species:S:1:pos:R:3 method="wB97M-V/def2-TZVPD" total_charge=+1 lumo_ev=-5.8
N -1.065 -1.421 1.867
C -2.593 -1.461 2.076
N -3.316 -1.372 0.756
C -3.019 -0.093 -0.004
C -2.585 -0.524 -1.561
O -2.828 -1.797 -1.892
Cl -1.860 0.664 -2.803
C -4.838 -1.572 0.919
N -5.375 -2.603 0.192
C -6.850 -2.895 0.210
C -7.297 -4.064 1.286
F -8.376 -4.858 0.588
N -5.557 -0.647 1.843
Br -6.250 -1.406 3.383
S -6.540 0.555 1.093
O -6.592 0.257 -0.461
O -7.971 0.521 1.709
C -5.732 2.228 1.332
F -6.671 3.183 1.968
F -5.319 2.781 0.007
F -4.514 2.097 2.179
H -0.696 -2.399 1.735
H -0.591 -0.955 2.671
H -2.799 -2.540 2.535
H -2.937 -0.674 2.883
H -3.930 0.634 -0.132
H -2.158 0.559 0.506
H -4.748 -3.206 -0.399
H -7.569 -2.000 0.372
H -7.125 -3.338 -0.867
H -7.837 -3.599 2.243
H -6.430 -4.799 1.582
C 2.006 0.905 -3.374
C 3.313 0.241 -3.106
O 3.414 0.266 -1.700
C 2.127 0.237 -1.252
O 1.808 -0.027 -0.105
O 1.237 0.534 -2.248
F 4.335 0.962 -3.619
H 2.087 1.997 -3.414
H 1.543 0.553 -4.299
H 3.372 -0.794 -3.461
C 4.187 1.364 1.723
C 3.442 2.020 2.835
O 4.400 2.114 3.864
C 5.599 2.209 3.224
O 6.632 2.579 3.757
O 5.502 1.848 1.908
F 2.429 1.235 3.266
H 4.188 0.271 1.800
H 3.800 1.645 0.740
H 3.062 3.018 2.593
C 4.148 -3.205 4.765
C 4.468 -2.358 3.581
O 3.253 -2.315 2.867
C 2.282 -2.446 3.814
O 1.105 -2.184 3.628
O 2.788 -2.899 5.001
F 5.399 -2.951 2.801
H 4.249 -4.276 4.559
H 4.763 -2.955 5.633
H 4.785 -1.339 3.830
C 4.106 4.267 -7.458
C 5.413 3.603 -7.191
O 5.514 3.628 -5.785
C 4.227 3.599 -5.337
O 3.908 3.334 -4.190
O 3.337 3.896 -6.332
F 6.435 4.324 -7.703
H 4.187 5.359 -7.499
H 3.643 3.915 -8.384
H 5.472 2.568 -7.546